The following is a DFT calculation (wB97M-V/def2-TZVPD) of a cluster of 2 separate species, C6H15N2 in total in a non-equilibrium geometry.

Summary:
gap between HOMO and LUMO: 6.225 eV
lowest unoccupied orbital energy: -7.32 eV
energy above the lowest of the compared OMol25 structures with the same formula, charge and spin: 149.1 kcal/mol

```
! wB97M-V def2-TZVPD RIJCOSX def2/J DEFGRID3
* xyz 1 1
N 2.3676 -1.4626 -1.6185
C 0.1775 0.7240 -0.5603
C -0.8221 0.1850 -1.5636
C -1.0322 -1.3927 -1.3549
C -2.0413 -1.9529 -0.6444
C -0.4107 1.5373 0.5808
N -0.3728 0.8012 1.9220
C 0.5021 1.2597 2.9825
H 2.4618 -1.4884 -2.6216
H 3.2845 -1.5304 -1.1802
H 1.9268 -0.6249 -1.2368
H 1.1643 0.8938 -1.0036
H -0.6366 0.2552 -2.6680
H -1.8783 0.6801 -1.4369
H -0.1235 -2.0614 -1.4897
H -2.1839 -3.0083 -0.5305
H -2.7486 -1.2047 -0.2052
H 0.0358 2.5414 0.7846
H -1.4641 1.8113 0.3722
H -0.4259 -0.1168 1.6410
H -0.1134 1.8092 3.6154
H 0.9462 0.4178 3.5752
H 1.3868 1.9271 2.6406
*
```



The following is a DFT calculation (wB97M-V/def2-TZVPD) of a structure of composition C27H42BrN4O3SW in a non-equilibrium geometry.

Summary:
⟨S²⟩: 2.01
gap between HOMO and LUMO (spin up / spin down): 6.980 / 7.675 eV
lowest unoccupied orbital energy (spin up / spin down): -3.36 / -3.25 eV
energy above the lowest of the compared OMol25 structures with the same formula, charge and spin: 16.0 kcal/mol

```
! wB97M-V def2-TZVPD RIJCOSX def2/J DEFGRID3
* xyz 1 3
W 0.1925 -0.4198 0.3579
N 1.5682 -0.7877 -1.4870
C 2.5657 0.2462 -1.8319
C 1.8693 1.4720 -2.3959
N 0.7100 1.8860 -1.6016
C 0.9720 3.0423 -0.7603
C 1.8121 2.6351 0.4297
N 1.1208 1.5688 1.1947
C -0.5173 1.9482 -2.3753
C -1.0333 0.5558 -2.6648
N -1.2022 -0.2721 -1.4427
H 2.0506 -1.6575 -1.2687
H 1.0166 -1.0280 -2.3092
H 3.2722 -0.1441 -2.5663
H 3.1275 0.4670 -0.9276
H 1.5411 1.2535 -3.4157
H 2.5909 2.2910 -2.4813
H 0.0161 3.4218 -0.3972
H 1.4634 3.8588 -1.3042
H 1.9950 3.5013 1.0669
H 2.7830 2.2534 0.1196
H 0.3148 1.9752 1.6686
H 1.7298 1.2415 1.9425
H -0.3967 2.4864 -3.3250
H -1.2597 2.4981 -1.7970
H -0.3601 0.0219 -3.3356
H -1.9863 0.6241 -3.1903
H -1.2095 -1.2685 -1.6903
H -2.1127 -0.0884 -1.0241
C -5.0875 1.6921 6.2704
C -4.0091 2.6551 5.7558
C -4.6872 3.8965 5.1806
C -3.1167 3.0880 6.9274
C -3.1655 1.9350 4.7026
C -3.1399 2.3110 3.3708
C -2.3445 1.5932 2.4908
Br -2.3855 2.1114 0.6645
C -1.5675 0.5083 2.8714
O -0.8221 -0.1638 1.9516
C -1.6008 0.0862 4.2080
C -2.3983 0.8296 5.0712
C -0.7905 -1.1083 4.7326
C 0.7001 -0.7586 4.6549
C -1.1192 -1.4149 6.1975
C -1.0919 -2.3790 3.9246
H -5.6971 2.1826 7.0325
H -4.6471 0.7994 6.7188
H -5.7469 1.3713 5.4612
H -5.2517 4.3980 5.9680
H -5.3930 3.6469 4.3846
H -3.9617 4.6129 4.7872
H -3.7063 3.6479 7.6562
H -2.3011 3.7299 6.5864
H -2.6798 2.2334 7.4469
H -3.7264 3.1393 3.0003
H -2.4368 0.5208 6.1058
H 0.9184 0.1288 5.2555
H 1.0165 -0.5754 3.6298
H 1.3003 -1.5854 5.0441
H -0.8591 -0.5941 6.8702
H -0.5338 -2.2825 6.5057
H -2.1741 -1.6613 6.3413
H -0.8446 -2.2849 2.8703
H -2.1495 -2.6431 4.0037
H -0.5101 -3.2069 4.3389
O -0.0855 -3.0557 -1.5302
C -0.0261 -2.9347 -0.3187
O -0.8714 -2.1829 0.3969
C 1.0062 -3.6788 0.4779
C 0.9581 -5.0682 0.4194
C 1.8393 -5.8296 1.1653
C 2.7872 -5.1994 1.9603
C 2.8581 -3.8159 2.0053
C 1.9626 -3.0413 1.2706
S 2.1621 -1.2569 1.3523
H 0.2201 -5.5456 -0.2128
H 1.7905 -6.9095 1.1220
H 3.4806 -5.7903 2.5443
H 3.6099 -3.3316 2.6165
*
```



The following is a DFT calculation (wB97M-V/def2-TZVPD) of an isolated molecule of C8H7FO2 in a non-equilibrium geometry.

Summary:
⟨S²⟩: 2.03
gap between HOMO and LUMO (spin up / spin down): 6.943 / 6.620 eV
lowest unoccupied orbital energy (spin up / spin down): 0.40 / -3.22 eV

```
! wB97M-V def2-TZVPD RIJCOSX def2/J DEFGRID3
* xyz 0 3
C 1.9384 0.4048 0.0995
C 1.3745 0.5262 1.4018
C 0.0108 0.4558 -1.4514
C -1.0735 0.0772 -0.7311
C -2.4678 0.2945 -1.0135
C -0.7799 -0.5830 0.7170
C 1.3386 0.4069 -1.1345
C 0.2222 -0.0255 1.8337
O -3.4324 0.1112 -0.3397
O -0.2510 -1.9913 0.5801
F -0.1270 -0.0461 3.0771
H 2.9709 0.3315 0.1065
H 2.2091 0.9150 2.0674
H -0.3661 0.8576 -2.3873
H -2.4276 0.6351 -2.0415
H -1.7197 -0.6127 1.1465
H 2.0796 0.2317 -1.8743
H 0.5009 -1.9888 -0.0564
*
```



The following is a DFT calculation (wB97M-V/def2-TZVPD) of an isolated molecule of C2H2S3 in a non-equilibrium geometry.

Summary:
gap between HOMO and LUMO: 7.852 eV
structure (SMILES): S=CC(=S)S
lowest unoccupied orbital energy: -0.62 eV
energy above the lowest of the compared OMol25 structures with the same formula, charge and spin: 37.7 kcal/mol

```
! wB97M-V def2-TZVPD RIJCOSX def2/J DEFGRID3
* xyz 0 1
S 3.2351 0.4812 -0.0070
C 1.9311 -0.0317 0.6824
C 0.5170 -0.9551 -0.0977
S 0.7443 -2.5615 -0.2478
S -0.8282 0.0707 -0.6159
H 1.6115 -0.0212 1.6617
H -1.4689 -0.8021 -1.3758
*
```



The following is a DFT calculation (wB97M-V/def2-TZVPD) of a cluster of 9 separate species, C17H47Cl6NO7 in total in a non-equilibrium geometry.

Summary:
gap between HOMO and LUMO: 9.380 eV
structure (SMILES): COCCNCCOC.ClCCCl.ClCCCl.ClCCCl.CO.CO.CO.CO.CO
lowest unoccupied orbital energy: 0.39 eV
energy above the lowest of the compared OMol25 structures with the same formula, charge and spin: 0.0 kcal/mol

```
! wB97M-V def2-TZVPD RIJCOSX def2/J DEFGRID3
* xyz 0 1
C -3.1128 -0.7338 1.2393
O -2.2004 -1.8409 1.0825
C -1.3573 -2.0607 2.1450
C -0.7537 -3.4883 2.2563
N -1.5636 -4.6579 2.5389
C -0.8665 -5.6456 3.3036
C -0.6797 -5.3951 4.7838
O 0.1221 -6.4920 5.1465
C 0.7953 -6.3380 6.3654
H -3.7426 -0.5960 0.3605
H -2.7019 0.2582 1.4273
H -3.7527 -0.9924 2.0829
H -1.9909 -1.8823 3.0138
H -0.5414 -1.3429 2.2294
H -0.0496 -3.2273 3.0464
H -0.0846 -3.6162 1.4054
H -1.7199 -5.1481 1.6697
H 0.0330 -5.9199 2.7524
H -1.3778 -6.5980 3.1631
H -1.6359 -5.3336 5.3034
H -0.0479 -4.5133 4.8905
H 1.2507 -7.2878 6.6455
H 0.0977 -6.0085 7.1355
H 1.6834 -5.7175 6.2455
Cl 1.4243 -1.6082 4.6798
C 1.4407 0.0453 4.0767
C 2.4429 0.0842 2.9323
Cl 2.6801 1.6495 2.1503
H 1.7492 0.6906 4.8992
H 0.4142 0.1453 3.7241
H 2.2134 -0.6957 2.2062
H 3.4406 -0.1296 3.3157
Cl 0.7192 -0.4497 -0.0216
C 0.8483 1.2146 -0.5034
C -0.4587 1.5764 -1.1356
Cl -0.2334 3.2370 -1.7779
H 1.7551 1.4273 -1.0697
H 0.9569 1.7456 0.4423
H -1.3373 1.7300 -0.5089
H -0.7654 1.0125 -2.0165
Cl -4.9623 -0.5835 -3.3250
C -3.2531 -1.1348 -3.0860
C -2.5379 -1.9588 -4.1826
Cl -1.0838 -2.5906 -3.4787
H -3.2855 -1.7834 -2.2106
H -2.8053 -0.1844 -2.7955
H -2.2214 -1.1574 -4.8502
H -3.0635 -2.7941 -4.6453
C -1.6962 4.0911 1.3279
O -2.7529 4.4069 0.4252
H -2.0985 3.7136 2.2680
H -1.1265 3.2306 0.9769
H -0.9612 4.8666 1.5437
H -2.4259 5.0674 -0.1900
C 1.7474 0.1564 -4.5836
O 2.6186 -0.9090 -4.1666
H 1.7540 0.7790 -3.6889
H 2.3058 0.7293 -5.3239
H 0.7266 -0.1524 -4.8086
H 1.9983 -1.5296 -3.7770
C 2.1149 5.6284 -4.0261
O 1.3198 4.5123 -4.3556
H 2.2299 5.7999 -2.9559
H 3.0688 5.3703 -4.4860
H 1.8043 6.5543 -4.5103
H 0.5750 4.3783 -3.7649
C 5.3011 0.0815 -1.8383
O 5.5911 -0.3757 -3.1869
H 5.8662 1.0088 -1.7439
H 4.2366 0.3152 -1.8596
H 5.5247 -0.5884 -1.0081
H 4.7543 -0.6551 -3.5653
C -2.0436 6.1533 -2.8825
O -1.9969 6.7077 -1.5721
H -2.9571 5.5636 -2.9591
H -2.0630 7.0220 -3.5406
H -1.1799 5.5160 -3.0719
H -2.1159 7.6475 -1.7278
*
```



The following is a DFT calculation (wB97M-V/def2-TZVPD) of a cluster of 7 separate species, C25H49NO26S6 in total in a non-equilibrium geometry.

Summary:
gap between HOMO and LUMO: 7.810 eV
structure (SMILES): CCCCN[C@H]1C(=O)OC[C@@H]1CCC(C)C.O=S1(=O)OCCO1.O=S1(=O)OCCO1.O=S1(=O)OCCO1.O=S1(=O)OCCO1.O=S1(=O)OCCO1.O=S1(=O)OCCO1
lowest unoccupied orbital energy: 0.21 eV
energy above the lowest of the compared OMol25 structures with the same formula, charge and spin: 0.0 kcal/mol

```
! wB97M-V def2-TZVPD RIJCOSX def2/J DEFGRID3
* xyz 0 1
C 4.2826 -2.7487 1.6808
C 4.3827 -1.6481 0.5292
C 4.0933 -0.2378 1.1696
C 3.6268 0.8628 0.1040
N 2.8221 1.8655 0.8193
C 1.3944 1.7838 0.5199
C 1.0604 2.3626 -0.9234
O 1.7669 3.0730 -1.5416
O -0.1705 1.8179 -1.2568
C -0.0609 0.3998 -0.8947
C 0.6600 0.3893 0.5300
C -0.5443 0.1276 1.5424
C -0.7495 -1.4186 1.9173
C -0.9282 -2.4120 0.6774
C -1.5822 -3.7463 1.2696
C 0.4557 -2.8960 0.0539
H 3.4404 -3.4664 1.4867
H 4.0978 -2.2998 2.6871
H 5.2197 -3.3570 1.7729
H 3.6766 -1.9369 -0.2819
H 5.4569 -1.6375 0.2049
H 3.2630 -0.3704 1.9088
H 4.9919 0.1404 1.7212
H 3.0696 0.2927 -0.6789
H 4.5338 1.3021 -0.4014
H 3.0197 1.8160 1.8162
H 0.9516 2.5524 1.2137
H -1.1607 0.1221 -0.8609
H 0.4708 -0.1226 -1.7176
H 1.3619 -0.4387 0.7764
H -1.5105 0.5977 1.2121
H -0.2801 0.6535 2.5081
H 0.0856 -1.7499 2.5956
H -1.6937 -1.4751 2.5274
H -1.6332 -2.0255 -0.1369
H -2.0649 -4.3682 0.4761
H -0.7087 -4.3553 1.6404
H -2.2390 -3.5475 2.1494
H 1.2070 -2.9141 0.8929
H 0.3728 -3.8688 -0.4659
H 0.8649 -2.1698 -0.6895
O -3.9354 -1.4054 -1.0541
S -4.6205 -0.2068 -0.6895
O -5.3185 -0.0566 0.5386
O -5.6156 0.1909 -1.8912
C -5.2902 1.4967 -2.3755
C -3.8050 1.6584 -2.1076
O -3.5936 1.0245 -0.8414
H -5.8770 2.2250 -1.8107
H -5.5313 1.5816 -3.4335
H -3.4999 2.7019 -2.0712
H -3.2051 1.1317 -2.8543
O -5.9445 -7.2955 -2.7997
S -5.4868 -6.3964 -1.7985
O -5.0291 -6.8351 -0.5281
O -6.6191 -5.2665 -1.5810
C -6.0613 -3.9729 -1.8311
C -4.9546 -4.2046 -2.8388
O -4.3560 -5.4426 -2.4455
H -5.6643 -3.5847 -0.8902
H -6.8268 -3.2959 -2.2075
H -4.2186 -3.4030 -2.8389
H -5.3572 -4.3287 -3.8480
O 3.5850 3.7326 0.3967
S 4.0486 4.6241 1.3952
O 4.5088 4.1712 2.6684
O 2.9249 5.7610 1.6258
C 3.4880 7.0542 1.3887
C 4.5968 6.8282 0.3782
O 5.1912 5.5853 0.7582
H 3.8868 7.4308 2.3342
H 2.7254 7.7379 1.0200
H 5.3366 7.6266 0.3876
H 4.1956 6.7166 -0.6325
O 10.4564 5.4702 2.9090
S 9.8580 4.6115 3.8709
O 10.4721 4.3122 5.1158
O 9.4703 3.2268 3.1364
C 8.0654 2.9887 3.2654
C 7.4384 4.3645 3.3649
O 8.3566 5.1292 4.1547
H 7.8999 2.4108 4.1781
H 7.6939 2.4270 2.4099
H 6.4579 4.3411 3.8303
H 7.3623 4.8367 2.3820
O 0.5743 -1.8437 -2.9385
S 1.1951 -3.0989 -3.1735
O 0.8861 -4.2672 -2.4362
O 2.7934 -2.8819 -3.1485
C 3.3568 -3.2932 -4.3971
C 2.2572 -3.0734 -5.4180
O 1.0525 -3.4456 -4.7434
H 3.6206 -4.3508 -4.3201
H 4.2504 -2.7131 -4.6209
H 2.3962 -3.6731 -6.3152
H 2.1785 -2.0188 -5.6947
O -11.1300 -0.0521 -1.1177
S -9.9322 0.4400 -0.5348
O -8.9484 1.1451 -1.2801
O -9.2156 -0.7757 0.2473
C -9.0523 -0.4355 1.6265
C -10.1897 0.5192 1.9343
O -10.3196 1.3240 0.7592
H -8.0814 0.0522 1.7447
H -9.0848 -1.3302 2.2458
H -9.9879 1.1399 2.8049
H -11.1300 -0.0186 2.0819
*
```



The following is a DFT calculation (wB97M-V/def2-TZVPD) of an isolated molecule of C6H9IN2 in a non-equilibrium geometry.

Summary:
gap between HOMO and LUMO: 9.325 eV
structure (SMILES): CC(C)(I)n1cccn1
lowest unoccupied orbital energy: 0.11 eV
energy above the lowest of the compared OMol25 structures with the same formula, charge and spin: 7.4 kcal/mol

```
! wB97M-V def2-TZVPD RIJCOSX def2/J DEFGRID3
* xyz 0 1
C 0.5116 0.9667 1.6415
C 0.5312 0.7805 0.1071
C 1.9134 0.4463 -0.3880
I -0.0885 2.7939 -0.7120
N -0.5382 -0.0914 -0.2466
C -0.7155 -0.7097 -1.4317
C -1.7330 -1.6617 -1.1809
C -2.0502 -1.4733 0.1292
N -1.3177 -0.5431 0.6924
H -0.3588 1.4145 2.2160
H 1.3556 1.5771 2.0897
H 0.7077 0.0075 1.9910
H 1.9280 -0.0118 -1.3950
H 2.5274 -0.3498 0.0567
H 2.4952 1.3880 -0.2271
H -0.2677 -0.2248 -2.3718
H -2.2621 -2.2578 -1.8360
H -2.6382 -2.0513 0.8656
*
```



The following is a DFT calculation (wB97M-V/def2-TZVPD) of a structure of composition C5H6N2O2 in a non-equilibrium geometry.

Summary:
gap between HOMO and LUMO: 8.687 eV
lowest unoccupied orbital energy: -0.32 eV
energy above the lowest of the compared OMol25 structures with the same formula, charge and spin: 186.4 kcal/mol

```
! wB97M-V def2-TZVPD RIJCOSX def2/J DEFGRID3
* xyz 0 1
C 2.9313 0.1605 0.5402
C 1.1709 -1.3122 -0.3504
C -0.2996 -0.7152 -0.2093
C -1.6032 -0.2652 0.0523
C 0.4297 0.5261 -0.1334
H 3.8114 -0.3503 0.4033
H 2.5753 -0.0627 1.5805
H 3.1017 1.3179 0.6283
H 1.6748 -1.7201 0.6028
H 1.2708 -2.0598 -1.2262
H -3.2072 0.0174 -0.4270
N 1.7289 0.0401 -0.4607
N -0.2848 1.6541 -0.1565
O -2.7480 -0.9054 0.4703
O -1.6408 0.9847 -0.0500
*
```



The records above give, respectively, total energy values of -346.67490 -4537.97716 -559.17532 -1271.87453 -4018.29526 -5381.84796 -641.17162 -453.83708 Eh.